Record 1
{
  "formula": "CH4O3",
  "method": "ωB97M-V/def2-TZVPD",
  "elements": ["O", "C", "O", "H", "H", "O", "H", "H"],
  "positions_angstrom": [[-1.836, -0.734, 1.371], [-1.222, 0.093, 0.638], [0.000, 0.000, 0.000], [-1.608, 1.115, 0.459], [0.145, 0.797, -0.579], [2.505, -0.434, -2.346], [2.736, 0.384, -1.851], [2.953, -1.158, -1.853]],
  "lumo_energy_ev": 0.26,
  "energy_ha": -266.2008,
  "orbital_gap_ev": 11.1124,
  "smiles": "O=CO.O",
  "de_lowest_kcal_mol": 22.1,
  "homo_ev": -10.9,
  "charge": 0
}

=====

Record 2
{
  "formula": "C5H11O2",
  "method": "ωB97M-V/def2-TZVPD",
  "elements": ["C", "C", "C", "H", "H", "H", "H", "H", "H", "H", "H", "C", "C", "O", "O", "H", "H", "H"],
  "positions_angstrom": [[-0.525, -1.380, 0.649], [-1.012, -2.245, 1.810], [0.953, -0.920, 0.664], [-1.185, -0.546, 0.400], [-0.664, -2.055, -0.232], [-1.433, -1.557, 2.561], [-1.810, -2.932, 1.514], [1.684, -1.222, 1.450], [0.954, 0.155, 0.976], [-0.226, -2.825, 2.271], [1.394, -1.006, -0.361], [0.239, 2.137, -2.312], [0.297, 2.699, -0.826], [-0.533, 3.498, -0.445], [1.275, 2.274, -0.143], [0.385, 1.008, -2.247], [0.992, 2.534, -2.988], [-0.786, 2.384, -2.740]],
  "lumo_energy_ev": 3.69,
  "energy_ha": -347.6190,
  "orbital_gap_ev": 7.4071,
  "de_lowest_kcal_mol": 19.3,
  "homo_ev": -3.7,
  "charge": -1
}

=====

Record 3
{
  "formula": "C6H9F",
  "method": "ωB97M-V/def2-TZVPD",
  "elements": ["C", "C", "C", "C", "C", "C", "F", "H", "H", "H", "H", "H", "H", "H", "H", "H"],
  "positions_angstrom": [[3.393, -0.818, -0.040], [2.155, -0.615, 0.261], [1.368, 0.600, 0.435], [-1.208, 0.106, 0.076], [-1.639, 1.436, 0.007], [-2.212, -0.943, -0.159], [1.434, 1.564, -0.496], [3.888, -1.712, 0.269], [3.961, 0.091, -0.250], [1.686, -1.560, 0.689], [-0.907, 2.063, -0.401], [-1.470, 1.860, 1.062], [-2.798, 1.720, -0.290], [-3.290, -0.579, -0.144], [-2.241, -1.293, -1.254], [-2.118, -1.921, 0.234]],
  "lumo_energy_ev": -0.13,
  "energy_ha": -333.5666,
  "orbital_gap_ev": 7.2061,
  "de_lowest_kcal_mol": 181.8,
  "homo_ev": -7.3,
  "charge": 0
}

=====

Record 4
{
  "formula": "C20H54F3N5O6",
  "method": "ωB97M-V/def2-TZVPD",
  "elements": ["N", "H", "H", "H", "H", "C", "O", "O", "C", "F", "F", "F", "C", "C", "H", "H", "H", "H", "H", "H", "C", "C", "C", "O", "C", "N", "H", "H", "H", "H", "H", "H", "H", "H", "H", "H", "H", "C", "C", "C", "O", "C", "N", "H", "H", "H", "H", "H", "H", "H", "H", "H", "H", "H", "C", "C", "C", "O", "C", "N", "H", "H", "H", "H", "H", "H", "H", "H", "H", "H", "H", "C", "C", "C", "O", "C", "N", "H", "H", "H", "H", "H", "H", "H", "H", "H", "H", "H"],
  "positions_angstrom": [[0.833, -0.140, 0.935], [1.729, -0.155, 1.400], [0.175, 0.618, 1.050], [0.299, -0.896, 1.341], [0.976, -0.386, -0.034], [-0.887, 3.293, 1.811], [-1.783, 3.977, 0.912], [-1.021, 1.931, 1.590], [0.499, 4.005, 2.015], [1.202, 3.381, 2.961], [1.434, 3.992, 1.064], [0.379, 5.302, 2.467], [-1.387, 4.237, -0.464], [-2.426, 5.025, -1.139], [-2.115, 4.903, -2.177], [-3.377, 4.542, -0.915], [-2.240, 6.047, -0.809], [-1.140, 3.405, -1.123], [-0.587, 4.977, -0.462], [-1.387, 3.320, 2.780], [1.837, -0.272, 3.954], [3.302, -0.349, 3.611], [3.986, -1.759, 3.807], [3.799, -2.301, 5.108], [4.695, -1.952, 6.130], [3.380, -0.010, 2.242], [1.709, -0.874, 4.853], [1.247, -0.860, 3.251], [1.417, 0.728, 4.062], [3.792, 0.452, 4.164], [5.054, -1.792, 3.589], [3.637, -2.447, 3.036], [5.146, -0.988, 5.896], [5.509, -2.658, 6.298], [4.230, -1.822, 7.107], [3.237, 0.990, 2.224], [4.344, -0.257, 2.071], [-3.911, -0.685, -0.968], [-3.088, 0.191, -1.912], [-3.970, 1.293, -2.656], [-3.218, 1.914, -3.713], [-3.874, 3.055, -4.292], [-1.861, 0.762, -1.309], [-4.876, -1.067, -1.302], [-4.103, -0.235, 0.006], [-3.365, -1.594, -0.714], [-2.781, -0.377, -2.791], [-4.178, 2.016, -1.868], [-4.880, 0.789, -2.980], [-4.077, 3.824, -3.548], [-4.898, 2.757, -4.519], [-3.387, 3.403, -5.204], [-1.777, 1.537, -1.951], [-2.122, 1.251, -0.464], [2.826, -0.852, -2.658], [1.498, -0.054, -2.681], [0.999, 0.212, -4.162], [0.874, -1.045, -4.854], [0.092, -0.952, -5.988], [0.529, -0.621, -1.853], [3.301, -1.098, -1.708], [3.594, -0.454, -3.321], [2.628, -1.898, -2.893], [1.762, 0.928, -2.291], [1.530, 0.984, -4.718], [-0.018, 0.589, -4.049], [-0.916, -0.650, -5.705], [0.168, -1.945, -6.433], [0.525, -0.291, -6.739], [-0.356, -0.134, -1.885], [0.228, -1.398, -2.424], [-2.415, -3.786, 2.164], [-1.067, -2.987, 2.032], [-0.102, -3.640, 1.049], [1.117, -2.837, 0.793], [2.039, -3.430, -0.160], [-1.382, -1.665, 1.617], [-3.241, -3.179, 2.537], [-2.183, -4.748, 2.623], [-2.736, -4.096, 1.170], [-0.693, -2.897, 3.052], [-0.600, -3.624, 0.079], [0.089, -4.692, 1.262], [1.449, -3.455, -1.076], [2.124, -4.454, 0.206], [2.993, -2.919, -0.282], [-2.086, -1.253, 2.212], [-1.705, -1.699, 0.660]],
  "lumo_energy_ev": 0.55,
  "energy_ha": -1819.0229,
  "orbital_gap_ev": 7.6387,
  "homo_ev": -7.1,
  "charge": 0
}

=====

Record 5
{
  "formula": "C6H15N",
  "method": "ωB97M-V/def2-TZVPD",
  "elements": ["C", "C", "N", "C", "C", "C", "C", "H", "H", "H", "H", "H", "H", "H", "H", "H", "H", "H", "H", "H", "H", "H"],
  "positions_angstrom": [[1.321, -1.453, -0.682], [0.445, -1.994, 0.280], [-0.748, -1.305, 0.821], [-1.987, 1.965, -0.695], [-0.914, 0.876, -0.479], [-1.508, -0.543, -0.233], [-2.935, -0.548, 0.258], [1.937, -0.619, -0.380], [1.640, -2.171, -1.427], [10.040, 1.900, 2.271], [10.430, 1.831, 1.627], [0.687, -2.937, 0.771], [0.226, -0.755, 0.775], [-2.721, 1.714, -1.450], [-2.524, 2.083, 0.248], [-1.522, 2.935, -0.875], [-0.251, 1.143, 0.350], [-0.280, 0.760, -1.361], [-1.505, -1.082, -1.203], [-3.250, -1.544, 0.557], [-2.906, -0.089, 1.268], [-3.674, -0.167, -0.441]],
  "lumo_energy_ev": 0.46,
  "energy_ha": -292.1383,
  "orbital_gap_ev": 8.4816,
  "de_lowest_kcal_mol": 144.8,
  "homo_ev": -8.0,
  "charge": 0
}

=====

Record 6
{
  "formula": "C22H28N5O3",
  "method": "ωB97M-V/def2-TZVPD",
  "elements": ["C", "N", "C", "O", "C", "C", "C", "C", "C", "C", "C", "C", "N", "C", "C", "C", "C", "C", "C", "N", "O", "O", "C", "C", "C", "C", "C", "C", "H", "H", "H", "H", "H", "H", "H", "H", "H", "H", "H", "H", "H", "H", "H", "H", "H", "H", "H", "H", "H", "H", "H", "H", "N", "N", "H", "H", "H", "H"],
  "positions_angstrom": [[-1.663, 3.898, -0.185], [-1.531, 2.464, -0.076], [-2.628, 1.665, 0.089], [-3.786, 2.061, 0.183], [-2.140, 0.216, 0.135], [-2.729, -0.616, -1.005], [-4.234, -0.771, -0.898], [-5.068, -0.311, -1.923], [-6.455, -0.343, -1.764], [-7.012, -0.878, -0.595], [-6.178, -1.405, 0.400], [-4.788, -1.360, 0.243], [-0.688, 0.378, 0.061], [0.136, -0.687, 0.114], [1.516, -0.592, 0.002], [2.425, -1.636, 0.135], [3.853, -1.443, 0.006], [4.424, -0.163, -0.212], [5.801, -0.020, -0.458], [6.306, 1.285, -0.733], [7.537, 1.433, -0.903], [5.492, 2.241, -0.784], [6.661, -1.132, -0.440], [6.117, -2.397, -0.196], [4.751, -2.553, 0.051], [-0.248, 1.774, -0.130], [0.393, 1.976, -1.515], [0.640, 2.265, 1.023], [-2.722, 4.152, -0.104], [-1.109, 4.401, 0.616], [-1.276, 4.254, -1.148], [-2.418, -0.218, 1.117], [-2.478, -0.120, -1.957], [-2.244, -1.604, -0.995], [-4.609, 0.099, -2.827], [-7.095, 0.056, -2.553], [-8.094, -0.885, -0.460], [-6.600, -1.847, 1.304], [-4.119, -1.765, 1.007], [-0.361, -1.653, 0.249], [1.931, 0.393, -0.209], [2.077, -2.672, 0.116], [3.826, 0.747, -0.203], [7.720, -0.972, -0.625], [6.777, -3.268, -0.206], [4.332, -3.542, 0.254], [-0.341, 1.718, -2.293], [0.694, 3.024, -1.632], [1.274, 1.347, -1.663], [0.079, 2.163, 1.964], [1.561, 1.685, 1.111], [0.899, 3.318, 0.855], [1.365, -2.445, 2.390], [0.328, -2.272, 3.388], [2.190, -2.820, 2.855], [1.004, -3.159, 1.758], [0.784, -1.929, 4.231], [-0.279, -1.534, 3.038]],
  "lumo_energy_ev": -5.14,
  "energy_ha": -1354.2427,
  "orbital_gap_ev": 6.1598,
  "homo_ev": -11.3,
  "charge": 1
}

=====

Please write out number 6 again, unchanged.
{
  "formula": "C22H28N5O3",
  "method": "ωB97M-V/def2-TZVPD",
  "elements": ["C", "N", "C", "O", "C", "C", "C", "C", "C", "C", "C", "C", "N", "C", "C", "C", "C", "C", "C", "N", "O", "O", "C", "C", "C", "C", "C", "C", "H", "H", "H", "H", "H", "H", "H", "H", "H", "H", "H", "H", "H", "H", "H", "H", "H", "H", "H", "H", "H", "H", "H", "H", "N", "N", "H", "H", "H", "H"],
  "positions_angstrom": [[-1.663, 3.898, -0.185], [-1.531, 2.464, -0.076], [-2.628, 1.665, 0.089], [-3.786, 2.061, 0.183], [-2.140, 0.216, 0.135], [-2.729, -0.616, -1.005], [-4.234, -0.771, -0.898], [-5.068, -0.311, -1.923], [-6.455, -0.343, -1.764], [-7.012, -0.878, -0.595], [-6.178, -1.405, 0.400], [-4.788, -1.360, 0.243], [-0.688, 0.378, 0.061], [0.136, -0.687, 0.114], [1.516, -0.592, 0.002], [2.425, -1.636, 0.135], [3.853, -1.443, 0.006], [4.424, -0.163, -0.212], [5.801, -0.020, -0.458], [6.306, 1.285, -0.733], [7.537, 1.433, -0.903], [5.492, 2.241, -0.784], [6.661, -1.132, -0.440], [6.117, -2.397, -0.196], [4.751, -2.553, 0.051], [-0.248, 1.774, -0.130], [0.393, 1.976, -1.515], [0.640, 2.265, 1.023], [-2.722, 4.152, -0.104], [-1.109, 4.401, 0.616], [-1.276, 4.254, -1.148], [-2.418, -0.218, 1.117], [-2.478, -0.120, -1.957], [-2.244, -1.604, -0.995], [-4.609, 0.099, -2.827], [-7.095, 0.056, -2.553], [-8.094, -0.885, -0.460], [-6.600, -1.847, 1.304], [-4.119, -1.765, 1.007], [-0.361, -1.653, 0.249], [1.931, 0.393, -0.209], [2.077, -2.672, 0.116], [3.826, 0.747, -0.203], [7.720, -0.972, -0.625], [6.777, -3.268, -0.206], [4.332, -3.542, 0.254], [-0.341, 1.718, -2.293], [0.694, 3.024, -1.632], [1.274, 1.347, -1.663], [0.079, 2.163, 1.964], [1.561, 1.685, 1.111], [0.899, 3.318, 0.855], [1.365, -2.445, 2.390], [0.328, -2.272, 3.388], [2.190, -2.820, 2.855], [1.004, -3.159, 1.758], [0.784, -1.929, 4.231], [-0.279, -1.534, 3.038]],
  "lumo_energy_ev": -5.14,
  "energy_ha": -1354.2427,
  "orbital_gap_ev": 6.1598,
  "homo_ev": -11.3,
  "charge": 1
}